1.
Density functional theory data (ωB97M-V/def2-TZVPD) for C12H21B3ErNO5P as an isolated structure in a non-equilibrium geometry.

Positions of all 44 atoms, in Å:
1 C 2.59 -1.16 2.47
2 P 3.89 -0.66 1.30
3 C 4.96 0.58 2.18
4 B 3.11 0.22 -0.28
5 O 3.23 -0.47 -1.44
6 B 2.25 -0.18 -2.43
7 O 1.92 -1.10 -3.35
8 O 1.62 1.04 -2.39
9 B 1.43 1.59 -1.15
10 C 0.14 2.32 -0.72
11 C -0.48 1.82 0.58
12 C -1.89 2.37 0.81
13 N -3.03 1.66 0.28
14 C -3.31 0.31 0.66
15 C -3.05 -0.77 -0.36
16 C -2.53 -0.56 -1.59
17 C -2.37 -1.62 -2.55
18 C -2.72 -2.93 -2.23
19 C -3.22 -3.17 -0.99
20 C -3.40 -2.10 -0.06
21 O -3.86 -2.41 1.16
22 O 2.52 1.44 -0.26
23 H 2.37 -0.44 3.24
24 H 2.92 -2.07 2.95
25 H 1.70 -1.39 1.92
26 H 5.03 0.32 3.23
27 H 5.97 0.46 1.76
28 H 4.65 1.64 2.07
29 H 2.43 -1.91 -3.27
30 H 0.45 3.36 -0.59
31 H -0.59 2.31 -1.52
32 H 0.13 2.15 1.42
33 H -0.44 0.73 0.61
34 H -2.04 2.56 1.86
35 H -1.92 3.34 0.33
36 H -3.15 1.81 -0.71
37 H -4.37 0.22 0.91
38 H -2.79 0.06 1.58
39 H -2.23 0.43 -1.88
40 H -1.97 -1.37 -3.51
41 H -2.61 -3.71 -2.95
42 H -3.48 -4.17 -0.69
43 H -4.83 -2.45 1.23
44 Er 6.97 1.91 2.37

Calculated values
E_LUMO (alpha / beta) ... -11.673 / -11.506 eV
Multiplicity ... 4
Expectation value of S² ... 3.783
Total charge ... +3

***

2.
Density functional theory data (ωB97M-V/def2-TZVPD) for C12H21BrClCuN3O4 as an isolated structure in a non-equilibrium geometry.

Positions of all 43 atoms, in Å:
1 Cu 0.11 -20.48 -22.48
2 Br -0.86 -22.18 -24.19
3 Cl 1.89 -22.99 -19.86
4 O 0.76 -23.90 -19.89
5 O 3.09 -23.70 -20.21
6 O 1.68 -21.89 -20.80
7 O 2.01 -22.45 -18.51
8 C -5.19 -17.83 -22.37
9 C -4.70 -19.20 -22.03
10 C -3.73 -19.76 -23.09
11 C -2.46 -19.06 -23.04
12 N -1.47 -18.47 -22.97
13 H -5.88 -17.87 -23.22
14 H -4.40 -17.10 -22.53
15 H -5.83 -17.41 -21.57
16 H -5.50 -19.94 -21.95
17 H -4.16 -19.29 -21.08
18 H -4.10 -19.69 -24.12
19 H -3.57 -20.83 -22.95
20 C -2.60 -22.77 -16.26
21 C -2.65 -21.70 -17.36
22 C -1.57 -22.01 -18.38
23 C -1.53 -21.03 -19.46
24 N -1.54 -20.26 -20.32
25 H -1.69 -22.71 -15.66
26 H -2.56 -23.77 -16.69
27 H -3.44 -22.69 -15.57
28 H -2.43 -20.71 -16.96
29 H -3.64 -21.78 -17.81
30 H -1.70 -23.00 -18.81
31 H -0.59 -21.97 -17.89
32 C 0.27 -19.53 -26.51
33 C 1.39 -18.57 -26.77
34 C 1.79 -17.73 -25.55
35 C 1.74 -18.46 -24.29
36 N 1.64 -19.05 -23.33
37 H -0.15 -20.01 -27.39
38 H -0.57 -19.07 -25.97
39 H 0.57 -20.33 -25.82
40 H 1.12 -17.82 -27.53
41 H 2.25 -19.06 -27.24
42 H 1.10 -16.89 -25.47
43 H 2.77 -17.30 -25.73

Calculated values
E_LUMO ... 2.699 eV
Multiplicity ... 1
Total charge ... -1

***

3.
Density functional theory data (ωB97M-V/def2-TZVPD) for C12H21BrGeNO5PdS as an isolated structure.

Positions of all 43 atoms, in Å:
1 Pd -0.08 -0.11 0.98
2 C 0.50 -0.83 5.65
3 Ge 0.62 -0.74 3.67
4 C 2.48 -0.26 3.26
5 C 0.24 -2.61 3.17
6 C -0.54 0.59 2.88
7 H 1.19 -1.58 6.06
8 H -0.51 -1.09 5.96
9 H 0.76 0.14 6.08
10 H 3.17 -1.09 3.48
11 H 2.79 0.60 3.85
12 H 2.58 0.00 2.21
13 H 0.99 -3.29 3.60
14 H 0.22 -2.73 2.09
15 H -0.74 -2.89 3.56
16 H -0.14 1.60 2.95
17 H -1.60 0.51 3.10
18 Br 3.32 -0.57 -4.01
19 C 3.06 -1.24 -2.25
20 C 3.99 -2.09 -1.70
21 C 3.74 -2.56 -0.42
22 C 2.58 -2.15 0.23
23 N 1.71 -1.31 -0.31
24 C 1.93 -0.86 -1.54
25 H 4.88 -2.37 -2.24
26 H 4.42 -3.24 0.06
27 H 2.35 -2.50 1.23
28 H 1.19 -0.19 -1.95
29 C -1.36 2.89 0.16
30 S -0.10 2.07 -0.77
31 O -0.68 0.78 -1.20
32 O 0.18 2.94 -1.89
33 O 1.04 1.86 0.17
34 H -2.19 3.04 -0.53
35 H -0.96 3.84 0.50
36 H -1.66 2.25 0.99
37 C -2.74 -2.29 -1.01
38 O -1.62 -2.05 -0.16
39 C -1.80 -1.07 0.78
40 O -2.91 -0.67 1.03
41 H -2.50 -3.18 -1.58
42 H -2.86 -1.43 -1.68
43 H -3.65 -2.42 -0.43

Calculated values
E_LUMO ... 2.581 eV
Multiplicity ... 1
Total charge ... -1

***

4.
Density functional theory data (ωB97M-V/def2-TZVPD) for C12H21BrNOPtSb as an isolated structure in a non-equilibrium geometry.

Positions of all 38 atoms, in Å:
1 Pt 0.16 -0.04 -0.26
2 O -3.12 -5.16 -1.61
3 C -2.39 -4.15 -1.18
4 C -1.94 -3.99 0.14
5 C -1.17 -2.90 0.46
6 N -0.84 -1.97 -0.45
7 C -1.30 -2.11 -1.70
8 Br -0.83 -0.71 -2.86
9 C -2.05 -3.17 -2.13
10 H -3.35 -5.80 -0.92
11 H -2.19 -4.72 0.90
12 H -0.80 -2.75 1.46
13 H -2.40 -3.26 -3.15
14 C -1.17 1.00 0.76
15 H -0.92 1.48 1.71
16 H -2.19 1.18 0.41
17 C 2.10 -4.11 -0.98
18 C 2.92 -3.14 -0.13
19 Sb 2.57 -1.09 -0.65
20 C 4.16 0.01 0.30
21 C 4.13 -0.12 1.82
22 C 2.89 -1.02 -2.78
23 C 4.28 -1.54 -3.15
24 H 2.47 -5.12 -0.81
25 H 2.18 -3.91 -2.04
26 H 1.05 -4.10 -0.69
27 H 3.99 -3.26 -0.30
28 H 2.72 -3.24 0.93
29 H 4.05 1.04 -0.03
30 H 5.05 -0.43 -0.14
31 H 3.26 0.37 2.26
32 H 5.01 0.37 2.23
33 H 4.17 -1.16 2.15
34 H 2.75 0.02 -3.07
35 H 2.09 -1.62 -3.21
36 H 5.07 -0.93 -2.72
37 H 4.39 -1.50 -4.23
38 H 4.42 -2.58 -2.84

Calculated values
E_LUMO (alpha / beta) ... -9.625 / -9.797 eV
Multiplicity ... 1
Total charge ... +2

***

5.
Density functional theory data (ωB97M-V/def2-TZVPD) for a 7-piece molecular cluster, C12H21Cl12F3INO2 overall in a non-equilibrium geometry.

Positions of all 52 atoms, in Å:
1 C 0.33 -0.76 1.86
2 C -0.01 -1.30 0.44
3 C -0.93 -0.34 -0.40
4 N -2.31 -0.80 -0.58
5 C -3.19 -0.60 0.53
6 I -5.10 0.19 -0.36
7 O -2.78 0.35 1.49
8 C -3.05 1.68 1.20
9 O -3.52 2.33 2.04
10 C -3.60 -1.92 1.32
11 F -3.83 -1.65 2.59
12 F -2.74 -2.92 1.17
13 F -4.77 -2.39 0.85
14 H -0.46 -0.18 2.34
15 H 0.57 -1.65 2.49
16 H 1.29 -0.19 1.81
17 H 0.95 -1.38 -0.10
18 H -0.42 -2.32 0.44
19 H -0.48 -0.36 -1.41
20 H -0.84 0.71 -0.08
21 H -2.34 -1.74 -0.94
22 H -2.78 2.16 0.24
23 Cl 3.94 -0.22 3.56
24 C 4.57 0.20 1.97
25 Cl 3.70 -0.65 0.68
26 H 4.46 1.27 1.82
27 H 5.62 -0.07 1.92
28 Cl -3.53 -7.36 0.92
29 C -2.59 -6.11 1.74
30 Cl -0.93 -6.05 1.15
31 H -3.07 -5.15 1.56
32 H -2.58 -6.32 2.80
33 Cl -2.43 2.63 -2.29
34 C -3.80 2.82 -3.39
35 Cl -4.54 1.27 -3.78
36 H -4.55 3.45 -2.92
37 H -3.45 3.28 -4.30
38 Cl -3.72 3.91 -6.66
39 C -5.33 4.57 -6.97
40 Cl -6.49 4.02 -5.76
41 H -5.27 5.66 -6.94
42 H -5.66 4.24 -7.95
43 Cl 7.32 2.51 1.83
44 C 6.76 3.03 0.24
45 Cl 5.04 3.43 0.24
46 H 7.32 3.90 -0.06
47 H 6.93 2.22 -0.47
48 Cl 7.61 -0.45 3.84
49 C 8.50 -1.62 2.86
50 Cl 8.98 -0.93 1.30
51 H 9.39 -1.92 3.40
52 H 7.86 -2.48 2.68

Calculated values
E_LUMO ... 0.061 eV
Multiplicity ... 1
Total charge ... 0
SMILES ... CCCN[C@](I)(OC=O)C(F)(F)F.ClCCl.ClCCl.ClCCl.ClCCl.ClCCl.ClCCl

***

6.
Density functional theory data (ωB97M-V/def2-TZVPD) for a 2-piece molecular cluster, C12H21F3NO9P overall in a non-equilibrium geometry.

Positions of all 47 atoms, in Å:
1 C 2.31 -0.60 -5.80
2 C 3.18 0.12 -4.77
3 O 4.00 0.88 -5.16
4 N 3.05 -0.06 -3.36
5 O 3.46 1.10 -2.67
6 C 3.06 1.08 -1.37
7 O 3.40 0.35 -0.54
8 O 2.15 2.12 -1.04
9 C 2.82 3.21 -0.54
10 F 4.15 3.08 -0.63
11 F 2.44 3.40 0.71
12 F 2.52 4.31 -1.21
13 C 1.72 -0.55 -2.95
14 C 1.69 -1.97 -2.33
15 O 0.71 0.05 -3.08
16 H 1.29 -0.86 -5.45
17 H 2.20 0.10 -6.65
18 H 2.78 -1.51 -6.22
19 H 2.69 -2.42 -2.30
20 H 1.29 -1.95 -1.30
21 H 1.00 -2.54 -2.99
22 C -0.58 1.85 -0.14
23 C 0.04 0.54 0.33
24 O -0.43 0.17 1.62
25 P -1.90 -0.54 1.75
26 O -1.62 -1.91 1.19
27 O -1.87 -0.92 3.35
28 C -2.20 -2.23 3.80
29 C -0.95 -3.03 4.10
30 O -2.60 0.92 2.15
31 C -4.04 0.96 2.30
32 C -4.46 0.62 3.72
33 H -1.65 1.72 -0.30
34 H -0.13 2.19 -1.06
35 H -0.46 2.62 0.62
36 H -0.15 -0.26 -0.39
37 H 1.12 0.66 0.41
38 H -2.84 -2.75 3.07
39 H -2.79 -2.13 4.71
40 H -0.28 -3.06 3.25
41 H -1.20 -4.06 4.38
42 H -0.40 -2.57 4.92
43 H -4.51 0.29 1.58
44 H -4.35 1.97 2.06
45 H -4.43 -0.45 3.89
46 H -5.48 0.95 3.90
47 H -3.79 1.09 4.44

Calculated values
E_LUMO ... -0.559 eV
Multiplicity ... 1
Total charge ... 0
SMILES ... CC(=O)N(OC(=O)OC(F)(F)F)C(C)=O.CCOP(=O)(OCC)OCC

***

7.
Density functional theory data (ωB97M-V/def2-TZVPD) for a 2-piece molecular cluster, C12H21N2O overall in a non-equilibrium geometry.

Positions of all 36 atoms, in Å:
1 C 2.86 -2.35 3.71
2 C 1.52 -2.12 4.06
3 C 3.33 -1.77 2.53
4 C 0.67 -1.32 3.28
5 C 2.45 -0.96 1.82
6 C 1.10 -0.67 2.14
7 C 0.59 -0.98 -0.77
8 C -1.65 2.19 -2.54
9 C -0.56 0.78 -4.06
10 C -2.50 0.03 -2.61
11 C -0.42 1.34 2.05
12 C 0.34 0.28 1.35
13 N 0.18 0.10 0.04
14 N -1.28 0.83 -2.67
15 O -1.23 2.12 1.12
16 H 3.41 -2.92 4.40
17 H 1.02 -2.34 4.95
18 H 4.20 -2.14 2.04
19 H -0.39 -1.33 3.49
20 H 2.90 -0.38 1.11
21 H -0.10 -1.80 -0.76
22 H 0.54 -0.60 -1.77
23 H 1.55 -1.39 -0.55
24 H -0.73 2.88 -2.63
25 H -2.36 2.60 -3.33
26 H -2.14 2.42 -1.53
27 H -0.15 -0.12 -4.16
28 H -1.33 0.94 -4.87
29 H 0.17 1.54 -4.22
30 H -2.39 -0.96 -2.28
31 H -3.18 0.48 -1.80
32 H -3.11 0.03 -3.50
33 H -1.04 0.88 2.97
34 H 0.17 2.20 2.44
35 H -0.33 0.81 -0.45
36 H -2.10 1.69 1.02

Calculated values
E_LUMO ... -4.329 eV
Multiplicity ... 1
Total charge ... +1

***

8.
Density functional theory data (ωB97M-V/def2-TZVPD) for C12H21N3O as an isolated structure in a non-equilibrium geometry.

Positions of all 37 atoms, in Å:
1 O -1.77 -1.66 0.23
2 C -2.98 -1.97 -0.32
3 H -3.27 -2.87 0.00
4 C -4.06 -0.97 0.21
5 H -5.10 -1.49 -0.07
6 H -4.00 -0.91 1.36
7 C -4.08 0.32 -0.25
8 C -2.72 1.10 -0.19
9 C -1.58 1.21 -0.89
10 N -0.62 1.75 0.04
11 N -1.32 2.25 1.22
12 N -2.57 1.73 1.04
13 C 0.75 1.89 -0.27
14 H 1.08 2.72 0.75
15 H 0.84 2.67 -1.18
16 C 1.48 0.75 -0.17
17 C 3.07 0.96 -0.42
18 C 3.83 -0.20 -0.52
19 C 3.78 -0.94 0.55
20 C 2.17 -1.35 0.90
21 C 1.31 -0.13 0.83
22 H 0.19 -0.30 1.18
23 H 1.65 0.53 1.88
24 H 1.99 -1.97 1.84
25 H 1.85 -1.79 -0.33
26 H 4.34 -1.94 0.49
27 H 4.04 -0.72 1.50
28 H 4.96 0.27 -0.75
29 H 3.48 -0.73 -1.39
30 H 3.20 1.71 -1.28
31 H 3.38 1.79 0.35
32 H 1.18 0.22 -1.31
33 H -1.24 0.94 -1.77
34 H -4.83 0.95 -0.08
35 H -4.11 0.29 -1.50
36 H -3.11 -1.75 -1.38
37 H -1.20 -2.37 -0.29

Calculated values
E_LUMO ... 0.565 eV
Multiplicity ... 1
Total charge ... 0

***

9.
Density functional theory data (ωB97M-V/def2-TZVPD) for C12H21N6O2RuSbSe4 as an isolated structure in a non-equilibrium geometry.

Positions of all 47 atoms, in Å:
1 Ru -0.48 0.31 0.50
2 C -0.71 -3.11 0.80
3 C -0.62 -2.99 -0.73
4 N -1.12 -1.69 -1.14
5 C -0.59 -1.18 -2.41
6 C 0.32 0.01 -2.18
7 C 0.26 1.12 -3.00
8 C 1.04 2.23 -2.67
9 C 1.89 2.15 -1.59
10 C 1.94 0.97 -0.84
11 C 2.97 0.88 0.27
12 N 3.14 -0.45 0.84
13 C 2.16 -0.86 1.84
14 C 1.45 -2.15 1.39
15 N 0.00 -2.00 1.43
16 N 1.14 -0.07 -1.11
17 H -0.30 -4.08 1.12
18 H -1.76 -3.06 1.09
19 H -1.18 -3.82 -1.19
20 H 0.42 -3.07 -1.05
21 H -2.14 -1.70 -1.17
22 H -1.42 -0.86 -3.06
23 H -0.03 -1.96 -2.94
24 H -0.41 1.16 -3.84
25 H 0.95 3.14 -3.26
26 H 2.52 2.98 -1.30
27 H 2.71 1.64 1.03
28 H 3.93 1.18 -0.17
29 H 4.08 -0.53 1.20
30 H 1.42 -0.06 1.98
31 H 2.63 -1.02 2.82
32 H 1.77 -3.01 1.99
33 H 1.74 -2.32 0.35
34 H -0.28 -1.92 2.41
35 N -1.94 0.88 2.54
36 N -1.02 1.46 3.46
37 C 0.07 2.25 2.93
38 O 0.60 3.01 3.71
39 O 0.41 2.01 1.74
40 H -2.62 1.57 2.18
41 H -2.47 0.14 3.02
42 H -1.45 1.95 4.24
43 Se -5.21 0.28 -2.86
44 Sb -3.82 2.21 -2.25
45 Se -2.01 1.41 -0.60
46 Se -5.25 3.94 -1.22
47 Se -2.76 3.03 -4.32

Calculated values
E_LUMO (alpha / beta) ... 0.899 / 0.910 eV
Multiplicity ... 2
Expectation value of S² ... 0.941
Total charge ... -1

***

10.
Density functional theory data (ωB97M-V/def2-TZVPD) for one molecule with the formula C12H21N7O3 in a non-equilibrium geometry.

Positions of all 43 atoms, in Å:
1 H 0.61 -1.95 1.13
2 N -0.32 -1.47 1.22
3 C -1.27 -2.06 0.53
4 N -1.14 -2.95 -0.58
5 N -2.55 -1.77 0.84
6 C -2.98 -0.53 1.47
7 C -2.76 0.86 0.74
8 C -2.08 1.82 1.66
9 C -0.55 1.56 2.08
10 N -0.15 2.59 3.05
11 C 0.29 1.95 0.80
12 O 0.74 3.07 0.75
13 N 0.21 1.05 -0.24
14 C 1.07 1.25 -1.37
15 C 1.45 -0.17 -2.23
16 C 2.34 -1.14 -1.52
17 C 3.64 -1.48 -1.72
18 N 3.88 -2.81 -1.24
19 C 2.74 -3.20 -0.59
20 N 1.83 -2.17 -0.55
21 C 0.32 2.13 -2.40
22 O -0.18 1.72 -3.40
23 O 0.22 3.42 -2.04
24 H -1.67 -2.69 -1.41
25 H -0.18 -3.05 -0.81
26 H -3.20 -2.02 0.08
27 H -2.27 -0.52 2.33
28 H -3.95 -0.64 1.96
29 H -3.71 1.16 0.29
30 H -2.12 0.63 -0.06
31 H -2.08 2.73 1.15
32 H -2.80 1.96 2.54
33 H -0.59 0.44 2.19
34 H 0.42 3.32 2.69
35 H -0.02 2.34 4.02
36 H 0.05 0.06 0.10
37 H 1.98 1.71 -1.00
38 H 2.00 0.21 -3.22
39 H 0.45 -0.64 -2.29
40 H 4.30 -0.99 -2.37
41 H 4.84 -3.09 -1.12
42 H 2.47 -4.17 -0.24
43 H 0.71 3.54 -1.18

Calculated values
E_LUMO ... 0.457 eV
Multiplicity ... 1
Total charge ... 0
SMILES ... [H]/N=C(\N)NCCC[C@H](N)C(=O)N[C@@H](Cc1c[nH]cn1)C(=O)O

***

11.
Density functional theory data (ωB97M-V/def2-TZVPD) for C12H22AlBr4CaCl6F11NO6S3 as an isolated structure in a non-equilibrium geometry.

Positions of all 67 atoms, in Å:
1 C 5.29 -2.61 1.16
2 C 4.76 -1.80 -0.20
3 O 4.86 -0.33 -0.06
4 S 4.22 0.46 -1.45
5 O 5.26 0.37 -2.62
6 O 2.89 -0.22 -1.95
7 N 3.80 2.14 -1.15
8 S 3.46 2.39 0.57
9 O 4.77 2.40 1.43
10 O 2.84 3.82 0.73
11 C 2.22 1.15 1.24
12 C 0.67 1.75 1.36
13 C -0.21 0.54 2.05
14 C -1.75 0.60 1.43
15 C -2.44 -0.89 1.25
16 F -1.97 -1.66 2.46
17 F -3.95 -0.86 1.42
18 C -1.93 -1.75 -0.03
19 F -2.67 -3.07 0.00
20 F -0.48 -2.11 0.13
21 S -2.14 -1.01 -1.71
22 F -0.83 0.09 -1.55
23 F -1.03 -2.20 -2.34
24 F -3.41 -2.16 -2.02
25 F -3.33 0.13 -1.25
26 F -2.32 -0.46 -3.33
27 H 4.51 -3.46 1.45
28 H 6.34 -3.13 0.99
29 H 5.28 -1.84 2.04
30 H 5.40 -2.23 -1.09
31 H 3.63 -2.16 -0.35
32 H 2.13 0.19 0.55
33 H 2.57 0.79 2.30
34 H 0.28 2.02 0.26
35 H 0.66 2.72 2.05
36 H -0.29 0.82 3.21
37 H 0.29 -0.52 1.98
38 H -1.83 1.28 0.48
39 H -2.40 1.14 2.27
40 O -3.16 2.65 -3.45
41 H -2.73 3.30 -2.85
42 H -3.05 1.72 -3.13
43 H -2.84 2.74 -4.38
44 Ca 1.85 -2.76 -0.42
45 C 7.15 0.79 -6.10
46 Br 8.67 1.57 -5.16
47 Br 7.06 1.40 -7.95
48 Br 7.14 -1.15 -5.98
49 H 6.25 1.15 -5.60
50 Cl -4.75 -2.83 2.16
51 Br 6.45 -2.36 -7.76
52 Cl -4.02 2.90 4.87
53 C -4.02 4.51 4.11
54 C -3.63 4.45 2.64
55 Cl -1.92 4.02 2.41
56 H -3.34 5.16 4.67
57 H -5.03 4.91 4.21
58 H -3.77 5.44 2.17
59 H -4.24 3.73 2.09
60 F -2.83 2.71 7.37
61 Al 4.07 -4.70 2.76
62 F -2.83 -3.94 -1.75
63 C -7.93 -5.13 0.79
64 Cl -7.95 -6.89 0.65
65 Cl -6.44 -4.46 0.11
66 Cl -9.35 -4.43 -0.02
67 H -7.98 -4.86 1.85

Calculated values
E_LUMO ... -7.056 eV
Multiplicity ... 1
Total charge ... +1

***

> Among the records above, which one has the highest multiplicity?

C12H21B3ErNO5P

***

> Look up the multiplicity of the seventh one.

1

***

> Number 10 is which compound?

C12H21N7O3

***

What did the sixth record say?
Density functional theory data (ωB97M-V/def2-TZVPD) for a 2-piece molecular cluster, C12H21F3NO9P overall in a non-equilibrium geometry.

Positions of all 47 atoms, in Å:
1 C 2.31 -0.60 -5.80
2 C 3.18 0.12 -4.77
3 O 4.00 0.88 -5.16
4 N 3.05 -0.06 -3.36
5 O 3.46 1.10 -2.67
6 C 3.06 1.08 -1.37
7 O 3.40 0.35 -0.54
8 O 2.15 2.12 -1.04
9 C 2.82 3.21 -0.54
10 F 4.15 3.08 -0.63
11 F 2.44 3.40 0.71
12 F 2.52 4.31 -1.21
13 C 1.72 -0.55 -2.95
14 C 1.69 -1.97 -2.33
15 O 0.71 0.05 -3.08
16 H 1.29 -0.86 -5.45
17 H 2.20 0.10 -6.65
18 H 2.78 -1.51 -6.22
19 H 2.69 -2.42 -2.30
20 H 1.29 -1.95 -1.30
21 H 1.00 -2.54 -2.99
22 C -0.58 1.85 -0.14
23 C 0.04 0.54 0.33
24 O -0.43 0.17 1.62
25 P -1.90 -0.54 1.75
26 O -1.62 -1.91 1.19
27 O -1.87 -0.92 3.35
28 C -2.20 -2.23 3.80
29 C -0.95 -3.03 4.10
30 O -2.60 0.92 2.15
31 C -4.04 0.96 2.30
32 C -4.46 0.62 3.72
33 H -1.65 1.72 -0.30
34 H -0.13 2.19 -1.06
35 H -0.46 2.62 0.62
36 H -0.15 -0.26 -0.39
37 H 1.12 0.66 0.41
38 H -2.84 -2.75 3.07
39 H -2.79 -2.13 4.71
40 H -0.28 -3.06 3.25
41 H -1.20 -4.06 4.38
42 H -0.40 -2.57 4.92
43 H -4.51 0.29 1.58
44 H -4.35 1.97 2.06
45 H -4.43 -0.45 3.89
46 H -5.48 0.95 3.90
47 H -3.79 1.09 4.44

Calculated values
E_LUMO ... -0.559 eV
Multiplicity ... 1
Total charge ... 0
SMILES ... CC(=O)N(OC(=O)OC(F)(F)F)C(C)=O.CCOP(=O)(OCC)OCC